61
Properties=species:S:1:pos:R:3 method="wB97M-V/def2-TZVPD" relative_energy_kj_mol=0.0 e_tot_ev=-109286.513 largest_force_ev_per_a=0.7 e_homo_ev="-8.66 / -8.80" multiplicity=6
Fe 0.01615 0.84848 0.21493
C -2.68387 0.73209 -3.01582
C -1.44731 1.14428 -2.52516
N -0.95132 0.24247 -1.67888
N -1.86135 -0.75826 -1.60268
C -2.91331 -0.47398 -2.38537
B -1.73781 -1.83604 -0.48960
N -0.25522 -2.19396 -0.30591
C 0.37781 -3.34505 -0.58952
C 1.70755 -3.19736 -0.25350
C 1.79988 -1.89357 0.24116
N 0.61300 -1.30353 0.21249
N -2.26297 -1.16080 0.79570
C -3.27453 -1.44119 1.63230
C -3.42856 -0.37778 2.50030
C -2.45263 0.54095 2.11446
N -1.76083 0.06169 1.08743
N -2.50300 -3.08232 -0.88811
C -2.63478 -3.62803 -2.12439
C -3.15483 -4.88832 -1.97603
C -3.29488 -5.04072 -0.58315
N -2.89289 -3.96287 0.06413
H -3.32157 1.23782 -3.71795
H -0.90467 2.05724 -2.71972
H -3.75647 -1.14093 -2.43904
H -0.16245 -4.18965 -0.98363
H 2.48922 -3.93069 -0.33606
H 2.65432 -1.36743 0.63514
H -3.79950 -2.37686 1.54944
H -4.14505 -0.28334 3.29597
H -2.22153 1.52263 2.50140
H -2.33356 -3.09494 -3.00943
H -3.39836 -5.59086 -2.75312
H -3.67330 -5.88591 -0.03082
F 1.56079 1.41822 5.43015
C 1.90788 1.42896 4.12909
C 0.97676 1.06154 3.17823
C 1.33205 1.07571 1.84081
C 2.63546 1.43414 1.45900
C 3.52644 1.81720 2.46211
F 4.77865 2.23866 2.16157
C 3.19112 1.82303 3.80046
C 2.96209 1.38536 0.00840
C 4.24765 1.45593 -0.53348
C 4.42120 1.35358 -1.90097
C 3.31975 1.17182 -2.72195
C 2.08063 1.09196 -2.12358
N 1.90516 1.19925 -0.80797
H -0.01710 0.77807 3.50900
H 3.90071 2.13043 4.55389
H 5.09681 1.58116 0.11270
H 5.41661 1.40681 -2.32237
H 3.41312 1.08351 -3.79446
H 1.18728 0.92355 -2.71045
Cl 1.92976 4.45840 0.58660
C 0.27596 4.75434 0.01526
Cl 0.18758 4.59132 -1.75057
C -0.67814 3.79524 0.74103
O -1.29088 4.22828 1.68945
O -0.71499 2.59631 0.27999
H 0.01626 5.77399 0.27108